{"formula": "C43H61BrNP2RhSi", "method": "the ωB97M-V functional and the def2-TZVPD basis", "elements": ["Rh", "C", "Si", "C", "C", "C", "C", "C", "C", "P", "C", "C", "C", "C", "C", "C", "C", "C", "C", "C", "C", "C", "C", "C", "C", "C", "C", "C", "P", "C", "C", "C", "C", "C", "C", "C", "C", "C", "C", "C", "C", "H", "H", "H", "H", "H", "H", "H", "H", "H", "H", "H", "H", "H", "H", "H", "H", "H", "H", "H", "H", "H", "H", "H", "H", "H", "H", "H", "H", "H", "H", "H", "H", "H", "H", "H", "H", "H", "H", "H", "H", "H", "H", "H", "H", "H", "H", "H", "H", "H", "H", "H", "H", "H", "H", "H", "C", "C", "C", "C", "C", "Br", "N", "C", "H", "H", "H", "H", "H", "H"], "coordinates": [[-1.085, -0.736, -0.416], [-1.520, -2.309, 3.341], [-1.245, -0.959, 1.998], [0.562, -0.296, 2.323], [0.787, 0.258, 3.576], [2.029, 0.767, 3.920], [3.058, 0.740, 2.996], [2.856, 0.186, 1.743], [1.615, -0.347, 1.397], [1.314, -1.226, -0.188], [2.246, -2.849, 0.039], [1.750, -3.610, 1.280], [2.781, -3.587, 2.407], [4.075, -4.283, 1.979], [4.407, -3.993, 0.512], [3.767, -2.682, 0.056], [2.115, -0.546, -1.744], [0.976, -0.089, -2.663], [1.461, 0.043, -4.108], [2.932, 0.470, -4.155], [3.269, 1.348, -2.955], [3.173, 0.558, -1.636], [-2.648, 0.377, 2.208], [-3.456, 0.267, 3.333], [-4.523, 1.126, 3.529], [-4.812, 2.088, 2.577], [-4.017, 2.209, 1.453], [-2.941, 1.353, 1.244], [-1.885, 1.552, -0.241], [-3.080, 2.156, -1.568], [-3.318, 3.663, -1.734], [-2.276, 4.397, -2.574], [-2.103, 3.721, -3.927], [-1.717, 2.263, -3.723], [-2.777, 1.513, -2.927], [-0.810, 2.995, 0.326], [0.524, 2.994, -0.411], [1.357, 4.215, -0.030], [1.584, 4.254, 1.476], [0.249, 4.249, 2.209], [-0.580, 3.019, 1.832], [-1.322, -1.911, 4.331], [-0.850, -3.150, 3.194], [-2.536, -2.690, 3.324], [-0.017, 0.299, 4.296], [2.182, 1.182, 4.904], [4.022, 1.144, 3.256], [3.666, 0.172, 1.032], [1.985, -3.413, -0.868], [1.554, -4.650, 1.016], [0.805, -3.177, 1.625], [2.378, -4.083, 3.291], [2.983, -2.553, 2.691], [3.983, -5.360, 2.126], [4.890, -3.946, 2.620], [4.059, -4.805, -0.130], [5.487, -3.921, 0.380], [4.134, -2.426, -0.937], [4.072, -1.900, 0.748], [2.565, -1.433, -2.206], [0.607, 0.873, -2.297], [0.128, -0.805, -2.624], [0.842, 0.777, -4.624], [1.342, -0.903, -4.638], [3.120, 1.019, -5.076], [3.590, -0.400, -4.166], [2.579, 2.194, -2.936], [4.278, 1.748, -3.055], [2.934, 1.254, -0.829], [4.141, 0.106, -1.415], [-3.244, -0.474, 4.085], [-5.123, 1.033, 4.420], [-5.658, 2.742, 2.711], [-4.247, 2.973, 0.728], [-4.017, 1.706, -1.208], [-3.423, 4.163, -0.769], [-4.278, 3.758, -2.247], [-1.314, 4.428, -2.060], [-2.601, 5.429, -2.715], [-1.335, 4.234, -4.506], [-3.034, 3.779, -4.491], [-0.766, 2.219, -3.188], [-1.585, 1.777, -4.691], [-2.454, 0.472, -2.786], [-3.703, 1.493, -3.505], [-1.389, 3.883, 0.047], [0.361, 2.998, -1.492], [1.064, 2.080, -0.142], [0.833, 5.122, -0.340], [2.313, 4.186, -0.556], [2.140, 5.152, 1.737], [2.179, 3.392, 1.787], [-0.309, 5.152, 1.958], [0.412, 4.248, 3.288], [-1.530, 3.052, 2.367], [-0.045, 2.122, 2.143], [-0.926, -6.386, -0.310], [-1.760, -5.153, -0.419], [-3.136, -5.181, -0.180], [-3.884, -4.024, -0.348], [-3.213, -2.869, -0.679], [-4.081, -1.195, -0.868], [-1.893, -2.796, -0.852], [-1.198, -3.935, -0.771], [-1.501, -7.265, -0.581], [-0.578, -6.527, 0.715], [-0.054, -6.329, -0.956], [-3.627, -6.097, 0.111], [-4.953, -4.019, -0.218], [-0.146, -3.858, -1.009]], "mulliken_charge": [-0.488, -1.552, 0.954, 0.483, -0.841, -0.976, -1.386, -0.332, 0.748, 0.570, -0.287, 0.126, -0.800, -0.799, -1.005, -0.469, 0.735, -0.205, -0.897, -0.841, -0.938, -0.768, 1.037, -0.664, -0.888, -1.129, -0.277, -0.673, 0.717, 0.476, -1.589, 0.139, -1.534, 0.863, -0.950, 0.146, 0.620, -1.146, -0.402, -1.131, -0.286, 0.490, 0.457, 0.450, 0.420, 0.472, 0.501, 0.249, 1.058, 0.624, -0.696, 0.610, 0.048, 0.323, 0.389, 0.368, 0.454, 0.495, 0.060, 1.133, -0.762, 0.408, 0.364, 0.349, 0.528, 0.293, 0.146, 0.622, -0.027, 0.560, 0.438, 0.467, 0.481, 0.369, 0.829, 0.411, 0.609, -0.370, 0.520, 0.459, 0.418, -0.855, 0.594, 0.127, 0.564, 1.072, -0.219, -1.059, 0.337, 0.498, 0.446, 0.033, 0.379, 0.443, 0.392, -0.094, -1.591, 0.559, -0.527, -0.673, 0.220, 0.069, -0.186, -0.623, 0.507, 0.276, 0.404, 0.539, 0.499, 0.490], "spin_multiplicity": 1, "homo_ev": [-14.0, -14.0], "e_tot_ha": -5386.22185, "gap_ha": [0.2531, 0.2531], "charge": 2}